Record 1
A single C4H11NOS molecule in a non-equilibrium geometry. Source: OMol25; level of theory: ωB97M-V/def2-TZVPD.

Structure (XYZ):
```
18
Properties=species:S:1:pos:R:3:forces:R:3:mulliken_charge:R:1
C 1.483625 0.868067 0.234243 -0.08 -0.09 -0.24 -1.435
C 0.056983 0.322281 0.261082 -0.59 0.37 -0.79 0.437
C -0.965340 1.451373 0.002213 0.03 0.42 0.62 -0.966
S -1.804032 2.083495 1.502509 -0.18 -0.18 -0.05 -0.223
N -0.125270 -0.736005 -0.753155 0.66 0.38 -0.36 -0.444
C -0.280337 -2.063807 -0.215348 0.05 -0.12 -0.32 -0.267
O -0.392745 -3.014924 -1.251859 0.12 -0.10 -0.41 -0.543
H 1.534156 1.916112 0.514069 0.01 0.02 0.53 0.382
H 2.126721 0.250486 0.853073 0.27 0.12 0.06 0.339
H 1.875233 0.865941 -0.787608 -0.06 -0.16 -0.02 0.419
H -0.179794 -0.090635 1.235667 0.06 -0.15 0.23 0.369
H -1.786717 1.122846 -0.623135 -0.02 -0.21 -0.09 0.384
H -0.509830 2.320125 -0.465429 0.13 -0.09 -0.29 0.321
H -0.734362 2.449055 2.215444 0.19 0.02 -0.08 0.102
H 0.686179 -0.712005 -1.377061 -0.29 -0.18 0.29 0.251
H -1.198552 -2.069879 0.366540 -0.08 -0.08 0.26 0.285
H 0.567233 -2.377691 0.409551 -0.05 0.00 0.13 0.273
H -0.353151 -2.584842 -2.120802 -0.18 0.03 0.52 0.316
```
Forces are in eV/Å.

The calculation puts the HOMO energy at -8.99 eV. The value obtained for the frontier orbital gap is 9.81 eV. Its total energy is -18698.5519 eV. The total charge is 0. As for the structure (SMILES): C[C@@H](CS)NCO. The value obtained for the energy above the lowest of the compared OMol25 structures with the same formula, charge and spin is 31.52 kcal/mol.

Record 2
An isolated ion of composition C5H14N2 and charge +1 in a non-equilibrium geometry. Source: OMol25; level of theory: ωB97M-V/def2-TZVPD.

Structure (XYZ):
```
21
Properties=species:S:1:pos:R:3:forces:R:3:mulliken_charge:R:1
C 1.642072 -0.418590 -0.732279 -0.72 1.32 -0.60 -1.549
C 0.360318 -0.058693 0.050184 0.51 -1.48 0.71 0.382
C 0.711098 0.513353 1.464927 -0.45 0.77 0.77 -0.634
C 0.484484 -0.483773 2.617146 0.44 -0.71 -1.03 -1.086
N -0.472220 0.852324 -0.658528 1.01 -0.81 -0.86 -0.014
C -1.796504 0.484799 -1.091816 -0.40 -0.84 -0.94 -0.491
N -1.573036 -0.461247 -2.219674 0.58 0.54 0.81 -0.504
H 1.964670 0.552709 -1.131043 0.72 -0.27 0.03 0.468
H 2.405354 -0.854050 -0.098353 -0.04 0.04 0.12 0.381
H 1.428950 -1.050937 -1.591102 -0.09 -0.17 0.12 0.392
H -0.202995 -0.978636 0.201196 -0.38 0.16 0.09 0.359
H 0.078009 1.377401 1.644962 -0.22 0.14 0.01 0.355
H 1.719879 0.927679 1.495666 0.06 -0.20 -0.36 0.414
H 1.426923 -0.978559 2.850712 0.04 0.23 0.39 0.322
H 0.035029 -0.015879 3.484783 0.11 -0.02 0.08 0.335
H -0.129998 -1.316654 2.268344 -0.37 0.19 0.25 0.337
H 0.082643 1.402935 -1.317336 -0.34 0.70 0.22 0.335
H -2.267257 -0.106076 -0.312966 -0.23 0.38 0.28 0.385
H -2.369762 1.347487 -1.426834 0.08 0.27 0.53 0.337
H -1.053721 0.035926 -2.934708 -0.37 -0.24 -0.44 0.220
H -2.473936 -0.771518 -2.563281 0.04 0.00 -0.18 0.258
```
Forces are in eV/Å.

The calculation puts the HOMO energy (alpha / beta) at -14.71 / -14.64 eV. The value obtained for the frontier orbital gap (alpha / beta) is 11.80 / 6.86 eV. As for the spin multiplicity: 2. Its total energy is -8383.5127 eV. The total charge is +1. The value obtained for the energy above the lowest of the compared OMol25 structures with the same formula, charge and spin is 20.70 kcal/mol.

Record 3
A single C4H9NO2 molecule in a non-equilibrium geometry. Source: OMol25; level of theory: ωB97M-V/def2-TZVPD.

Structure (XYZ):
```
16
Properties=species:S:1:pos:R:3:forces:R:3:mulliken_charge:R:1
C -0.353017 -1.547953 -0.484344 -1.38 -1.93 2.13 -1.286
C -0.414187 -0.056191 -0.743710 -2.69 -1.87 -0.69 0.336
C -1.596499 0.499820 0.087224 0.49 -0.41 1.42 -1.436
N 0.833381 0.558246 -0.598620 2.04 1.98 0.29 -0.195
C 1.355041 0.517927 0.657452 1.89 1.74 3.09 0.457
O 1.011575 -0.116648 1.676772 0.56 1.15 -3.35 -0.572
O 2.427755 1.509327 0.805729 -0.44 -2.33 1.28 -0.544
H -0.681665 -2.177633 -1.337095 -0.08 0.35 0.79 0.290
H -0.856983 -1.796150 0.543289 -0.53 0.42 -2.21 0.256
H 0.511933 -1.991748 -0.045026 1.83 0.30 -0.82 0.399
H -0.738493 0.052240 -1.789368 0.37 0.17 0.19 0.495
H -1.456035 0.338705 1.242618 -0.43 -0.09 -2.35 0.318
H -2.560440 0.107239 -0.329601 0.89 0.19 0.71 0.352
H -1.564613 1.549133 -0.050600 -0.41 1.35 -0.12 0.432
H 1.174541 1.253639 -1.333013 -0.50 -1.39 2.02 0.337
H 2.907710 1.300041 1.698287 -1.63 0.36 -2.37 0.362
```
Forces are in eV/Å.

The calculation puts the HOMO energy at -10.05 eV. The value obtained for the frontier orbital gap is 10.78 eV. Its total energy is -9878.5293 eV. The total charge is 0. As for the structure (SMILES): CC(C)NC(=O)O. The value obtained for the energy above the lowest of the compared OMol25 structures with the same formula, charge and spin is 35.31 kcal/mol.

Record 4
A 10-piece molecular cluster, C6H30NO10 overall in a non-equilibrium geometry. Source: OMol25; level of theory: ωB97M-V/def2-TZVPD.

Structure (XYZ):
```
47
Properties=species:S:1:pos:R:3:forces:R:3:mulliken_charge:R:1
C -1.160883 -1.687366 1.436090 0.66 0.30 1.32 -0.249
O 0.248532 -1.643556 1.494620 -0.05 0.33 -0.77 -0.655
C -1.767171 -2.299344 0.185390 -0.27 -0.16 -1.72 -0.653
C -2.739774 -1.402599 -0.682451 0.77 -0.45 2.55 -1.245
C -2.132169 -0.169051 -1.295960 0.01 -0.18 0.07 0.972
C -1.071731 -0.301800 -2.087552 -0.29 -0.64 -0.94 -0.410
N -0.479495 0.648590 -2.911851 -0.69 0.35 0.68 -0.419
C -2.828903 1.106443 -0.977012 -1.17 0.25 0.01 -1.711
H -1.588824 -0.690497 1.706516 -0.12 -0.02 -0.78 0.039
H -1.413849 -2.244561 2.349911 -0.37 -0.35 -0.36 0.424
H -0.973903 -2.638373 -0.489790 0.27 0.04 0.34 0.267
H -2.327673 -3.215479 0.396229 0.01 0.07 0.29 0.452
H -3.286879 -2.076720 -1.334855 -0.07 0.19 -0.43 0.418
H -3.412967 -1.101387 0.127629 -0.58 0.31 -0.49 0.343
H -0.713104 -1.319334 -2.220967 0.11 0.01 -0.16 0.558
H 0.212489 0.390142 -3.582189 0.31 0.08 0.20 0.246
H -0.426968 1.564748 -2.502281 0.31 0.23 -0.34 0.057
H -3.079351 1.164690 0.080834 0.65 0.15 0.49 0.368
H -3.872499 1.101013 -1.336359 0.27 -0.08 -0.58 0.380
H -2.376352 2.038054 -1.311269 0.20 -0.11 0.01 0.256
H 1.257169 -1.317352 -3.997383 -0.03 -0.40 -0.29 0.291
H 2.159857 -0.758157 -2.967138 0.45 -0.31 0.19 0.310
O 2.173567 -1.380940 -3.713349 -0.35 0.56 0.24 -0.644
H 2.366128 0.142593 1.673257 0.04 -0.07 -0.11 0.391
H 3.484426 0.604434 2.622984 0.03 0.08 -0.19 0.261
O 2.531343 0.527221 2.543132 0.13 -0.01 0.19 -0.677
H -0.367154 1.473042 0.578428 -0.47 0.66 -0.43 0.179
H 0.982627 1.109523 0.388780 0.71 0.09 -0.92 0.348
O 0.394426 1.837911 0.099863 -0.61 -0.77 1.23 -0.533
H 3.055538 -2.747771 -0.531226 -0.69 0.92 0.13 0.291
H 0.813874 -0.626051 -0.993981 0.05 0.30 -0.21 0.047
O 1.531662 -0.637218 -0.359098 0.29 0.06 0.14 -0.433
H -1.878164 2.150142 2.872399 0.30 -0.50 -0.13 0.267
H -0.954041 1.509047 4.044470 -0.15 0.08 -0.97 0.436
O -1.553962 2.239185 3.765556 -0.31 0.68 1.00 -0.687
H 2.932284 2.040127 -0.862123 0.02 0.13 0.04 0.307
H 2.836161 0.565166 -0.417930 0.09 0.35 -0.14 0.243
O 3.392797 1.384491 -0.331088 -0.01 -0.51 -0.10 -0.693
H 0.641022 4.192571 -0.909392 0.26 0.44 -0.27 0.318
H 0.904468 2.850192 -1.306007 0.23 -0.06 -0.26 0.343
O 1.072530 3.746905 -1.653243 -0.45 -0.25 0.43 -0.693
H 1.106120 0.481960 3.595278 -0.40 -0.39 -0.26 0.442
H -0.179884 -0.186015 3.019947 0.66 -0.30 -0.02 0.350
O 0.194095 0.204520 3.820612 -0.18 0.30 0.58 -0.812
H 0.739623 -1.224536 0.613952 -0.32 -0.26 0.80 0.226
H 2.515453 -2.424087 0.965615 -0.50 0.52 -0.77 0.357
O 3.039510 -2.980517 0.393001 1.21 -1.63 0.71 -0.672
```
Forces are in eV/Å.

The calculation puts the HOMO energy at -5.64 eV. The value obtained for the frontier orbital gap is 8.42 eV. Its total energy is -28675.2214 eV. The total charge is -1. The value obtained for the energy above the lowest of the compared OMol25 structures with the same formula, charge and spin is 38.31 kcal/mol.

- Look up the energy above the lowest of the compared OMol25 structures with the same formula, charge and spin of the second one.
  20.70 kcal/mol

- What is the formula in the fourth record?
  C6H30NO10

- Look up the energy above the lowest of the compared OMol25 structures with the same formula, charge and spin of the third one.
  35.31 kcal/mol